Entry from the Open Molecules 2025 dataset: a structure of composition C42H47N4O2PTi at a distorted geometry (ωB97M-V with the def2-TZVPD basis set).

total charge: -1
highest occupied orbital energy (spin up / spin down): -2.546 / -3.647 eV
LUMO (spin up / spin down): 2.543 / 2.542 eV
spin multiplicity: 2
E_tot: -3189.07853 Ha

Last column: Mulliken spin population.
CARTESIAN COORDINATES (ANGSTROEM)
Ti (-0.73133, -0.55494, 0.39703)  0.23
O (-4.17356, -2.57220, -0.63971)  0.09
C (-3.05168, -2.07206, -0.57334)  0.05
N (-2.46079, -1.46687, 0.50637)  -0.03
C (-2.86714, -1.64737, 1.84710)  0.03
C (-3.78899, -2.58552, 2.29043)  -0.01
C (-4.02724, -2.74289, 3.65619)  0.00
C (-3.34915, -1.95179, 4.56428)  -0.01
C (-2.43560, -0.99801, 4.12279)  0.00
C (-2.17360, -0.81603, 2.76555)  -0.01
N (-1.26141, 0.08865, 2.21427)  0.02
C (1.08389, -1.43096, 2.26265)  0.00
O (0.43015, -2.33812, 2.73325)  0.00
C (2.13014, -0.76737, 3.15859)  0.00
C (2.83814, -1.67567, 3.94733)  0.00
C (3.92500, -1.23811, 4.67955)  0.00
C (4.27049, 0.10128, 4.62819)  0.00
C (3.48876, 0.93841, 3.84826)  0.00
N (2.44765, 0.52591, 3.12527)  0.00
C (-2.11416, -2.05871, -1.70710)  0.27
C (-2.40382, -2.69774, -2.90264)  -0.14
C (-1.43911, -2.79712, -3.88612)  0.26
C (-0.17041, -2.23398, -3.61417)  -0.05
C (0.04955, -1.59338, -2.43198)  0.14
N (-0.89061, -1.46662, -1.44538)  0.09
H (-4.31363, -3.18169, 1.55986)  0.00
H (-4.73796, -3.48712, 3.99794)  0.00
H (-3.52094, -2.06957, 5.62881)  0.00
H (-1.92049, -0.39397, 4.85828)  0.00
H (2.51802, -2.70876, 3.95859)  0.00
H (4.49264, -1.93118, 5.28940)  0.00
H (5.11959, 0.48795, 5.17668)  0.00
H (3.70457, 2.00116, 3.79573)  0.00
H (-3.39558, -3.12132, -3.00464)  0.00
H (-1.63757, -3.30127, -4.82395)  0.03
H (0.63546, -2.28984, -4.33788)  0.00
H (0.99716, -1.12634, -2.23870)  0.01
C (-0.71721, 1.01756, 3.18212)  0.01
H (-0.00869, 1.69078, 2.71019)  0.00
H (-0.17991, 0.50446, 3.98568)  0.00
H (-1.50871, 1.61144, 3.65384)  0.00
C (-3.92219, 1.07576, -1.74022)  0.01
C (-3.03044, 2.21173, -1.22228)  0.00
C (-3.22997, 3.48843, -2.03649)  0.00
P (-1.26456, 1.70761, -0.89409)  0.03
C (-0.67548, 3.10341, 0.21443)  0.00
C (-0.09174, 4.40566, -0.34041)  0.00
C (-1.79386, 3.43925, 1.21135)  0.00
C (-0.37291, 1.74186, -2.53330)  0.00
C (0.08497, 3.07113, -3.13861)  0.00
C (-1.16983, 0.95292, -3.58241)  0.03
H (-4.97242, 1.36422, -1.62877)  0.00
H (-3.77629, 0.16055, -1.17211)  -0.01
H (-3.75314, 0.85824, -2.79315)  0.00
H (-3.38485, 2.41166, -0.21095)  0.00
H (-2.91310, 3.36204, -3.07177)  0.00
H (-2.69059, 4.33840, -1.61634)  0.00
H (-4.29378, 3.74627, -2.04742)  0.00
H (0.12709, 2.61643, 0.77023)  0.00
H (-0.74977, 4.90094, -1.05596)  0.00
H (0.87724, 4.25849, -0.81404)  0.00
H (0.05694, 5.09434, 0.49888)  0.00
H (-2.50774, 4.13909, 0.76568)  0.00
H (-1.36520, 3.92168, 2.09349)  0.00
H (-2.33376, 2.55348, 1.54578)  0.00
H (0.52179, 1.16360, -2.30490)  0.00
H (-0.71285, 3.81681, -3.17528)  0.00
H (0.41034, 2.88105, -4.16688)  0.00
H (0.93810, 3.48716, -2.60898)  0.00
H (-1.62332, 0.04418, -3.18777)  -0.02
H (-0.49642, 0.65571, -4.39075)  -0.01
H (-1.95944, 1.57000, -4.01872)  0.00
C (4.26681, 1.66949, -2.68390)  -0.01
C (3.63600, 2.46982, -1.73613)  0.00
C (2.76238, 1.91565, -0.81607)  0.00
C (2.44657, 0.53814, -0.78830)  0.01
C (3.12549, -0.25080, -1.73624)  -0.01
C (4.00467, 0.30746, -2.66013)  0.00
C (1.46662, 0.10905, 0.20898)  -0.04
C (1.22501, -1.23161, 0.76636)  0.00
C (1.85170, -2.51043, 0.26360)  0.01
C (3.24542, -2.62166, 0.23485)  0.00
C (3.86579, -3.81555, -0.11239)  0.00
C (3.10017, -4.93155, -0.42601)  0.00
C (1.71533, -4.83824, -0.39104)  0.00
C (1.09799, -3.64022, -0.05229)  0.02
H (4.95181, 2.09372, -3.40841)  0.00
H (3.83474, 3.53652, -1.70756)  0.00
H (2.29141, 2.56001, -0.07794)  0.00
H (2.99172, -1.32209, -1.74920)  0.00
H (4.49849, -0.34783, -3.37117)  0.00
H (1.33665, 0.88702, 0.95570)  -0.01
H (3.84209, -1.75194, 0.48813)  0.00
H (4.94884, -3.87401, -0.13021)  0.00
H (3.57837, -5.86617, -0.69672)  0.00
H (1.11026, -5.70582, -0.62918)  0.00
H (0.02094, -3.57208, -0.03155)  0.02



Entry from the Open Molecules 2025 dataset: a structure of composition C42H48BrO7SeSiY at a distorted geometry (ωB97M-V with the def2-TZVPD basis set).

highest occupied orbital energy: -7.602 eV
LUMO: 0.237 eV
E_tot: -7459.23425 Ha

Last column: Mulliken charge in e.
CARTESIAN COORDINATES (ANGSTROEM)
Y (0.63570, 1.23450, 0.57590)  0.03
C (3.40690, 0.08950, -1.10200)  -1.12
C (2.35090, -0.06320, -2.19110)  0.55
O (1.28860, 0.85800, -1.91730)  0.94
C (0.22210, 0.68660, -2.84510)  0.30
C (-0.79730, 1.79700, -2.62870)  -1.08
O (-1.29540, 1.69670, -1.30150)  0.47
C (-2.40160, 2.54910, -1.06410)  -0.82
C (-2.54050, 2.77590, 0.45640)  -0.60
O (-2.01950, 1.72280, 1.25170)  -0.11
C (-2.84400, 0.57210, 1.36790)  -0.85
C (-2.59210, -0.44730, 0.24510)  -0.62
O (-1.21540, -0.75490, 0.12120)  0.38
C (-0.81960, -2.05470, 0.56660)  0.83
C (-0.18270, -1.99880, 1.95720)  -1.11
O (0.97560, -1.17870, 2.00810)  0.05
C (2.23180, -1.82350, 1.83130)  -1.35
C (2.80780, -1.62110, 0.43380)  0.71
O (2.89900, -0.20600, 0.19170)  -0.37
H (3.73530, 1.13200, -1.04570)  -0.09
H (4.26240, -0.55590, -1.32960)  0.52
H (1.94540, -1.08430, -2.18060)  -0.80
H (2.78190, 0.16310, -3.17490)  0.50
H (-0.23960, -0.30340, -2.70460)  -0.56
H (0.60950, 0.75470, -3.87180)  0.48
H (-1.60740, 1.69600, -3.36290)  0.48
H (-0.31600, 2.77630, -2.76120)  -0.12
H (-3.31300, 2.10200, -1.49560)  0.36
H (-2.22860, 3.52210, -1.54250)  0.37
H (-3.59350, 2.95350, 0.71050)  0.46
H (-1.94460, 3.65070, 0.73600)  0.21
H (-3.90180, 0.86130, 1.38310)  0.51
H (-2.58180, 0.12920, 2.33310)  0.26
H (-2.90640, -0.02220, -0.71140)  0.29
H (-3.18390, -1.35030, 0.43110)  0.48
H (-0.10100, -2.41980, -0.18960)  -0.92
H (-1.67760, -2.73330, 0.58890)  0.65
H (0.05380, -3.01400, 2.29340)  0.45
H (-0.87680, -1.54410, 2.67600)  0.26
H (2.14790, -2.89330, 2.04730)  0.41
H (2.91030, -1.37330, 2.56680)  0.44
H (2.16770, -2.10590, -0.32010)  -0.17
H (3.81520, -2.05560, 0.38650)  0.56
Se (0.84010, 3.91180, -0.33630)  -0.19
C (2.17640, 3.85340, -1.71340)  -0.01
C (3.46900, 3.43960, -1.42210)  -0.60
C (4.40100, 3.31660, -2.43960)  -0.16
C (4.05230, 3.62190, -3.74720)  -0.65
C (2.77840, 4.09080, -4.02520)  -0.64
C (1.84790, 4.22090, -3.01120)  -0.49
H (3.73740, 3.22290, -0.39260)  0.60
H (5.40370, 2.97500, -2.21180)  0.40
H (4.77570, 3.50980, -4.54240)  0.41
H (2.50410, 4.35320, -5.03740)  0.41
H (0.86310, 4.61710, -3.21520)  0.58
O (0.98900, -2.60830, -1.59730)  -0.11
Si (0.90020, -3.73760, -2.67250)  -1.19
C (0.03210, -3.00420, -4.19710)  0.63
C (0.71560, -2.42600, -5.25890)  -0.21
C (0.04390, -1.84410, -6.32050)  -0.88
C (-1.33800, -1.78380, -6.31440)  -0.48
C (-2.03750, -2.30810, -5.24090)  -0.91
C (-1.35590, -2.91710, -4.20170)  -0.25
C (-0.13310, -5.20620, -2.03460)  0.35
C (-1.00290, -5.96150, -2.80990)  -0.14
C (-1.78770, -6.95590, -2.25230)  -0.75
C (-1.69900, -7.23290, -0.89870)  -0.47
C (-0.81690, -6.51180, -0.11170)  -0.72
C (-0.05410, -5.50880, -0.68040)  -0.05
C (2.61620, -4.46010, -3.08580)  0.59
C (3.49510, -4.66900, -2.02760)  -0.09
C (4.78010, -5.14010, -2.22580)  -0.83
C (5.21770, -5.42460, -3.50830)  -0.49
C (4.35600, -5.23940, -4.57500)  -0.75
C (3.07220, -4.76500, -4.36290)  -0.36
H (1.79670, -2.43430, -5.26710)  0.44
H (0.59090, -1.44670, -7.16390)  0.41
H (-1.86570, -1.32830, -7.14050)  0.41
H (-3.11970, -2.26240, -5.23130)  0.42
H (-1.91170, -3.33220, -3.36940)  0.51
H (-1.06510, -5.76900, -3.87130)  0.38
H (-2.46760, -7.52460, -2.87020)  0.41
H (-2.30360, -8.01300, -0.45920)  0.38
H (-0.72360, -6.73160, 0.94540)  0.41
H (0.63720, -4.94710, -0.06500)  0.16
H (3.15600, -4.45500, -1.02250)  0.19
H (5.44060, -5.28930, -1.38110)  0.42
H (6.22100, -5.79260, -3.67420)  0.38
H (4.69030, -5.46890, -5.57770)  0.41
H (2.41680, -4.63010, -5.21260)  0.42
Br (2.87800, 4.38650, 6.40060)  -0.22
C (2.12990, 3.42150, 4.92890)  0.08
C (2.54630, 2.12940, 4.67860)  -0.82
C (2.04470, 1.46400, 3.57080)  0.17
C (1.13600, 2.04140, 2.67170)  1.00
C (0.70800, 3.33490, 3.02000)  -0.04
C (1.18630, 4.02610, 4.12230)  -0.92
H (3.26900, 1.65090, 5.32260)  0.43
H (2.39710, 0.45490, 3.41780)  0.15
H (-0.01120, 3.86150, 2.39670)  0.18
H (0.84530, 5.03170, 4.32800)  0.43